i | DFT (wB97M-V/def2-TZVPD) results for a single C4H8N2 molecule.

Atoms and positions in Å:
1 C -1.513 -0.727 0.986
2 N -1.237 0.682 1.226
3 C -1.051 0.160 -0.116
4 C 0.296 -0.287 -0.673
5 C 1.647 0.605 -0.769
6 N 1.218 -0.824 0.146
7 H -2.547 -1.054 1.063
8 H -0.769 -1.440 1.343
9 H -0.336 0.773 1.690
10 H -1.783 0.509 -0.844
11 H 0.139 -0.700 -1.689
12 H 1.481 1.626 -0.426
13 H 1.998 0.504 -1.796
14 H 2.458 0.173 -0.139

Summary:
HOMO, eV: -8.55
Kohn-Sham gap, eV: 9.4

---

ii | DFT (wB97M-V/def2-TZVPD) results for a single C4H8N2 molecule.

Atoms and positions in Å:
1 C -0.755 1.661 1.352
2 N -1.029 0.393 1.474
3 C -0.391 -0.344 0.527
4 N 0.032 -1.608 0.892
5 C -0.036 0.296 -0.645
6 C 0.917 -0.295 -1.643
7 H 0.236 2.072 1.172
8 H -1.466 2.372 1.761
9 H 0.127 -2.276 0.143
10 H -0.419 -1.964 1.721
11 H -0.704 1.050 -1.032
12 H 1.133 0.418 -2.436
13 H 1.857 -0.584 -1.170
14 H 0.499 -1.190 -2.117

Summary:
HOMO (spin up / spin down), eV: -7.73 / -7.73
Structure (SMILES): C=N/C(N)=C/C
Kohn-Sham gap (spin up / spin down), eV: 8.4 / 8.4

---

iii | DFT (wB97M-V/def2-TZVPD) results for a single C4H8N2 molecule.

Atoms and positions in Å:
1 C 0.390 -1.772 -0.363
2 C -0.515 -0.768 0.337
3 C -0.015 0.651 0.324
4 N 0.031 1.364 1.505
5 C -0.023 1.305 -0.819
6 N 0.176 2.025 -1.734
7 H 1.389 -1.790 0.085
8 H -0.033 -2.779 -0.278
9 H 0.494 -1.545 -1.429
10 H -1.469 -0.687 -0.263
11 H -0.693 -1.103 1.366
12 H 0.453 2.285 1.399
13 H 0.401 0.835 2.290
14 H -0.584 1.979 -2.420

Summary:
HOMO, eV: -6.89
Structure (SMILES): CCC(N)=C=N
Kohn-Sham gap, eV: 7.8

---

Energies relative to the most stable structure are i 320.0; ii 0.0; iii 53.2, reported in kJ/mol.

---

i | DFT (wB97M-V/def2-TZVPD) results for a single C4H8N2 molecule.

Atoms and positions in Å:
1 C -2.051 -0.273 0.060
2 C -0.631 -0.266 -0.093
3 N 0.145 -1.324 -0.058
4 N 1.423 -1.085 0.038
5 C 1.711 0.328 0.005
6 C 0.269 0.960 0.041
7 H -2.569 0.627 -0.327
8 H -2.509 -0.632 1.035
9 H -2.544 -1.015 -0.666
10 H 2.157 -1.858 0.133
11 H 2.335 0.669 0.904
12 H 2.118 0.552 -0.923
13 H 0.340 1.630 -0.900
14 H -0.194 1.689 0.751

Summary:
HOMO, eV: -7.46
Structure (SMILES): CC1=NNCC1
Kohn-Sham gap, eV: 8.6

---

ii | DFT (wB97M-V/def2-TZVPD) results for a single C4H8N2 molecule.

Atoms and positions in Å:
1 C -0.770 1.099 -0.515
2 C -0.051 -0.111 0.102
3 C 1.481 0.006 -0.066
4 N -0.476 -1.330 -0.586
5 C -0.451 -0.165 1.538
6 N -0.831 -0.240 2.629
7 H -1.832 0.885 -0.671
8 H -0.317 1.354 -1.476
9 H -0.702 1.967 0.147
10 H 1.747 -0.586 -0.946
11 H 2.038 -0.372 0.794
12 H 1.790 1.039 -0.248
13 H -0.139 -2.149 -0.086
14 H -1.488 -1.396 -0.615

Summary:
HOMO, eV: -10.27
Structure (SMILES): CC(C)(N)C#N
Kohn-Sham gap, eV: 11.1

---

Energies relative to the most stable structure are i 196.5; ii 0.0, reported in kJ/mol.

---

i | DFT (wB97M-V/def2-TZVPD) results for 2 unconnected molecules or ions with the total composition C4H8N2.

Atoms and positions in Å:
1 C -0.793 1.495 -0.181
2 N -0.023 0.326 0.263
3 C -0.578 -0.472 1.145
4 C 1.107 0.073 -0.445
5 C 1.971 -0.964 -0.054
6 N 2.679 -1.820 0.297
7 H -1.373 1.233 -1.069
8 H -0.102 2.307 -0.407
9 H -1.458 1.803 0.623
10 H -0.049 -1.365 1.450
11 H -0.898 -1.700 -0.753
12 H -1.520 -0.189 1.590
13 H 1.398 0.772 -1.212
14 H -0.362 -1.499 -1.246

Summary:
HOMO (spin up / spin down), eV: -7.81 / -7.81
Kohn-Sham gap (spin up / spin down), eV: 8.3 / 8.3

---

ii | DFT (wB97M-V/def2-TZVPD) results for 2 unconnected molecules or ions with the total composition C4H8N2.

Atoms and positions in Å:
1 C -0.513 1.084 -1.080
2 C 0.197 0.018 -0.674
3 C 1.585 0.135 -0.105
4 N -0.264 -1.289 -0.758
5 H -1.507 0.977 -1.509
6 H -0.075 2.076 -1.073
7 H 2.312 -0.336 -0.775
8 H 1.649 -0.375 0.865
9 H 1.864 1.181 0.040
10 H 0.057 -1.914 -0.031
11 H -1.252 -1.397 -0.942
12 C -1.367 -0.025 2.006
13 N -1.374 -0.806 2.857
14 H -1.313 0.670 1.181

Summary:
HOMO, eV: -8.75
Structure (SMILES): C=C(C)N.C#N
Kohn-Sham gap, eV: 9.7

---

iii | DFT (wB97M-V/def2-TZVPD) results for a single C4H8N2 molecule.

Atoms and positions in Å:
1 C 0.343 0.436 -0.172
2 C -0.088 1.362 -1.280
3 C 0.049 -1.184 -0.559
4 C -0.600 -0.128 1.935
5 N -0.692 -0.049 0.662
6 N 0.754 -2.210 -0.331
7 H 1.285 0.671 0.338
8 H 1.353 -2.127 0.480
9 H -0.672 -1.207 -1.374
10 H -0.998 1.006 -1.763
11 H -0.301 2.356 -0.875
12 H 0.697 1.436 -2.034
13 H -1.324 -0.721 2.475
14 H 0.194 0.360 2.498

Summary:
HOMO, eV: -8.40
Kohn-Sham gap, eV: 8.9

---

Energies relative to the most stable structure are i 209.1; ii 0.0; iii 201.1, reported in kJ/mol.

---

i | DFT (wB97M-V/def2-TZVPD) results for a single C4H8N2 molecule.

Atoms and positions in Å:
1 C -1.298 1.281 -0.010
2 C -1.245 -0.151 -0.149
3 C -2.207 -1.134 0.005
4 C 0.145 -0.560 0.044
5 H -0.968 1.270 1.071
6 H -2.361 1.632 0.030
7 H -0.670 1.704 -0.844
8 H 0.931 1.127 -0.366
9 H -1.701 -2.135 0.045
10 H 0.407 -1.629 0.245
11 H 2.921 -0.530 0.651
12 H 2.362 -0.999 -0.902
13 N 1.153 0.177 0.341
14 N 2.530 -0.054 -0.161

Summary:
HOMO, eV: -7.47
Kohn-Sham gap, eV: 7.0

---

ii | DFT (wB97M-V/def2-TZVPD) results for a molecular structure, C4H8N2.

Atoms and positions in Å:
1 C 1.544 0.403 0.074
2 N 1.649 -1.078 0.207
3 C 0.597 -1.096 -0.786
4 C 0.351 0.212 -0.817
5 C -2.147 0.174 0.384
6 N -1.135 0.498 1.075
7 H 2.353 0.723 -0.587
8 H 1.499 0.980 1.000
9 H 1.291 -1.337 1.133
10 H 0.426 -1.870 -1.514
11 H -0.258 0.887 -1.401
12 H -2.292 -0.886 0.150
13 H -2.862 0.878 -0.052
14 H -1.015 1.511 1.133

Summary:
HOMO, eV: -8.12
Kohn-Sham gap, eV: 9.1

---

iii | DFT (wB97M-V/def2-TZVPD) results for a single C4H8N2 molecule.

Atoms and positions in Å:
1 H -2.011 0.891 0.022
2 N -1.718 0.308 -0.757
3 C -0.511 -0.139 -0.608
4 N 0.026 -1.089 -1.542
5 C 0.490 0.251 0.513
6 C 1.843 0.045 0.323
7 C -0.135 0.734 1.806
8 H 0.536 -1.775 -1.006
9 H -0.714 -1.540 -2.027
10 H 2.132 -0.353 -0.621
11 H 2.580 0.302 1.091
12 H -0.878 0.008 2.197
13 H -0.567 1.718 1.697
14 H 0.648 0.871 2.529

Summary:
HOMO, eV: -9.40
Structure (SMILES): [H]/N=C(/N)C(=C)C
Kohn-Sham gap, eV: 10.2

---

iv | DFT (wB97M-V/def2-TZVPD) results for 2 unconnected molecules or ions with the total composition C4H8N2.

Atoms and positions in Å:
1 C -0.013 -1.344 0.461
2 C 0.053 0.082 -0.001
3 C -0.566 -0.976 -0.917
4 C 1.315 0.779 -0.302
5 N -2.749 0.638 0.423
6 N -3.171 -0.154 -0.380
7 H 0.958 -2.003 0.357
8 H -0.706 -1.628 1.246
9 H -0.694 0.805 0.147
10 H -1.265 -1.175 -1.720
11 H 1.328 1.789 0.136
12 H 1.284 1.049 -1.384
13 H 2.291 0.263 -0.088
14 H -3.322 1.405 0.991

Summary:
HOMO (spin up / spin down), eV: -7.60 / -8.41
Kohn-Sham gap (spin up / spin down), eV: 7.8 / 9.1

---

Energies relative to the most stable structure are i 647.3; ii 296.1; iii 0.0; iv 528.5, reported in kJ/mol.

---

i | DFT (wB97M-V/def2-TZVPD) results for 2 unconnected molecules or ions with the total composition C4H8N2.

Atoms and positions in Å:
1 C 0.018 -0.929 -1.414
2 C 1.042 -0.051 -0.716
3 N 1.611 -0.364 0.459
4 N 0.790 -0.848 1.355
5 H 0.516 -1.780 -1.888
6 H -0.500 -0.358 -2.183
7 H -0.730 -1.304 -0.716
8 H 1.745 0.439 -1.383
9 H -0.208 -0.177 1.293
10 H 1.227 -0.787 2.273
11 C -0.910 1.110 0.807
12 C -1.890 1.795 0.998
13 H 0.061 0.897 -0.060
14 H -2.771 2.358 1.174

Summary:
HOMO, eV: -8.69
Structure (SMILES): C/C=N\N.C#C
Kohn-Sham gap, eV: 9.4

---

ii | DFT (wB97M-V/def2-TZVPD) results for a single C4H8N2 molecule.

Atoms and positions in Å:
1 N 2.288 0.787 0.447
2 C 1.431 0.174 -0.576
3 C 0.362 -0.716 -0.001
4 C -0.933 -0.466 -0.075
5 C -2.079 0.325 -0.482
6 N -2.194 -0.922 0.320
7 H 2.802 0.049 0.924
8 H 1.688 1.205 1.161
9 H 2.084 -0.389 -1.255
10 H 0.975 0.973 -1.172
11 H 0.692 -1.576 0.582
12 H -2.484 0.241 -1.486
13 H -2.258 1.282 0.005
14 H -2.393 -0.747 1.301

Summary:
HOMO, eV: -8.77
Structure (SMILES): NC/C=C1\CN1
Kohn-Sham gap, eV: 9.8

---

Energies relative to the most stable structure are i 334.4; ii 0.0, reported in kJ/mol.

---

i | DFT (wB97M-V/def2-TZVPD) results for a single C4H8N2 molecule.

Atoms and positions in Å:
1 H -0.369 -2.639 -0.496
2 N -1.308 -2.251 -0.933
3 C -1.168 -1.021 -0.914
4 N -0.087 -0.182 -0.551
5 C -0.072 1.328 -0.351
6 C 0.863 1.149 0.775
7 C 0.767 -0.419 0.652
8 H -2.097 -0.513 -1.278
9 H -1.066 1.721 0.135
10 H 0.312 1.799 -1.235
11 H 0.459 1.417 1.750
12 H 1.829 1.665 0.726
13 H 1.730 -0.988 0.327
14 H 0.209 -1.067 1.392

Summary:
HOMO, eV: -8.84
Structure (SMILES): [H]/N=C\N1CCC1
Kohn-Sham gap, eV: 9.8

---

ii | DFT (wB97M-V/def2-TZVPD) results for a single C4H8N2 molecule.

Atoms and positions in Å:
1 H 1.767 3.165 0.506
2 N 1.764 2.122 0.330
3 N 0.614 1.873 -0.038
4 C 0.482 0.463 -0.346
5 C -0.752 0.036 -1.103
6 C -0.667 -0.276 0.382
7 C -0.316 -1.768 0.651
8 H 1.310 -0.172 -0.443
9 H -0.686 -0.688 -1.842
10 H -1.387 0.819 -1.338
11 H -1.207 0.503 0.962
12 H 0.248 -2.204 -0.087
13 H -1.271 -2.208 0.673
14 H 0.102 -1.664 1.695

Summary:
HOMO, eV: -9.28
Structure (SMILES): [H]/N=N/[C@@H]1C[C@H]1C
Kohn-Sham gap, eV: 10.5

---

iii | DFT (wB97M-V/def2-TZVPD) results for a single C4H8N2 molecule.

Atoms and positions in Å:
1 C 1.530 -0.111 -1.019
2 C 0.421 0.711 -0.339
3 C -0.866 0.026 0.034
4 C -0.827 -0.786 1.344
5 N -2.330 1.028 -0.051
6 N -1.997 0.157 -0.851
7 H 2.081 -0.840 -0.407
8 H 2.186 0.631 -1.294
9 H 1.164 -0.584 -1.982
10 H 0.222 1.629 -1.042
11 H 0.799 1.021 0.671
12 H -1.207 -1.901 1.243
13 H -1.410 -0.151 2.042
14 H 0.235 -0.829 1.649

Summary:
HOMO, eV: -8.40
Structure (SMILES): CCC1(C)N=N1
Kohn-Sham gap, eV: 9.3

---

iv | DFT (wB97M-V/def2-TZVPD) results for a molecular structure, C4H8N2.

Atoms and positions in Å:
1 C -2.363 0.283 0.279
2 C -1.408 -0.276 -0.795
3 C -0.906 -0.109 0.545
4 C 1.895 -0.327 -0.060
5 N -0.250 1.012 0.147
6 N 1.039 0.872 -0.077
7 H -2.621 1.417 0.241
8 H -3.222 -0.357 0.732
9 H -1.144 0.201 -1.746
10 H -0.542 -0.885 1.212
11 H 1.254 -1.022 0.380
12 H 2.111 -0.954 -0.993
13 H 2.873 -0.111 0.439
14 H 1.345 1.626 -0.549

Summary:
HOMO (spin up / spin down), eV: -7.37 / -7.37
Kohn-Sham gap (spin up / spin down), eV: 8.4 / 8.4

---

Energies relative to the most stable structure are i 0.0; ii 71.1; iii 122.9; iv 371.5, reported in kJ/mol.